Entry 1:
The following is a DFT calculation (ωB97M-V with the def2-TZVPD basis set) of C7H12N2O5 as an isolated structure at a distorted geometry.

The LUMO energy is 0.0 eV. For the total energy, the calculation gives -20665.7379 eV. The calculation puts the HOMO energy at -9.564 eV. The energy above the lowest of the compared OMol25 structures with the same formula, charge and spin is 163.6 kcal per mole.

```
26
C7H12N2O5, DFT ωB97M-V with the def2-TZVPD basis set
C -2.520 0.204 0.022
C -1.131 0.342 0.731
C -3.295 -0.818 0.710
C 1.291 0.478 0.044
C 1.948 1.974 -0.070
C 2.118 -0.633 -0.677
C 3.328 -0.852 0.192
H -2.959 -1.361 -1.377
H -3.046 0.382 -1.859
H -2.951 1.137 0.084
H -3.214 -1.825 0.220
H -3.033 -1.099 1.817
H -4.492 -0.681 0.620
H -0.838 0.556 -1.191
H 1.524 0.204 1.153
H 2.268 -0.320 -1.819
H 1.463 -1.499 -0.740
H 5.046 -1.744 0.596
H 0.151 2.103 0.116
N -2.307 -0.151 -1.421
N -0.147 0.529 -0.247
O -1.119 0.172 1.993
O 3.230 2.081 -0.044
O 3.503 0.006 1.178
O 4.253 -2.087 -0.110
O 0.929 2.901 0.078
```

natural (NBO) population analysis, charges in e, atoms 1 to 4: number 1, C, carries -0.21; number 2, C, carries 0.68; number 3, C, carries -0.63; number 4, C, carries -0.19

Entry 2:
The following is a DFT calculation (ωB97M-V with the def2-TZVPD basis set) of a 10-piece molecular cluster, C42H44Cl4N8 overall at a distorted geometry.

The LUMO energy is 0.6 eV. For the total energy, the calculation gives -106276.8096 eV. The calculation puts the HOMO energy at -9.241 eV. The SMILES is c1ccncc1.c1ccncc1.c1ccncc1.c1ccncc1.c1ccncc1.c1ccncc1.c1ccncc1.c1ccncc1.ClCCl.ClCCl. The energy above the lowest of the compared OMol25 structures with the same formula, charge and spin is 0.0 kcal per mole.

```
98
C42H44Cl4N8, DFT ωB97M-V with the def2-TZVPD basis set
C -3.637 1.132 -5.298
C -4.940 0.684 -5.128
C -5.219 -0.125 -4.041
N -4.332 -0.430 -3.098
C -3.078 -0.005 -3.297
C -2.689 0.808 -4.347
H -3.395 1.742 -6.159
H -5.696 0.981 -5.840
H -6.217 -0.520 -3.878
H -2.413 -0.284 -2.488
H -1.655 1.123 -4.386
C -2.258 -3.464 4.052
C -1.726 -2.560 4.952
C -1.265 -1.331 4.478
N -1.341 -0.956 3.208
C -1.790 -1.865 2.338
C -2.303 -3.084 2.721
H -2.626 -4.411 4.425
H -1.566 -2.789 5.998
H -1.060 -0.553 5.210
H -1.803 -1.547 1.302
H -2.703 -3.755 1.969
C 5.226 -0.313 4.839
C 5.661 0.998 4.813
C 5.278 1.788 3.730
N 4.563 1.336 2.722
C 4.122 0.081 2.767
C 4.424 -0.780 3.806
H 5.625 -1.020 5.557
H 6.341 1.346 5.579
H 5.605 2.823 3.705
H 3.486 -0.217 1.940
H 4.036 -1.788 3.867
C 0.139 5.382 -3.524
C -0.164 4.109 -3.080
C 0.615 3.045 -3.517
N 1.682 3.203 -4.293
C 1.933 4.420 -4.760
C 1.210 5.541 -4.384
H -0.428 6.248 -3.208
H -1.012 3.913 -2.435
H 0.488 2.059 -3.085
H 2.750 4.548 -5.463
H 1.400 6.505 -4.837
C -4.332 -3.466 -0.695
C -4.224 -4.803 -1.037
C -3.022 -5.272 -1.536
N -1.971 -4.505 -1.746
C -2.105 -3.210 -1.506
C -3.249 -2.644 -0.969
H -5.242 -3.025 -0.311
H -5.094 -5.437 -0.916
H -2.913 -6.331 -1.747
H -1.248 -2.576 -1.713
H -3.344 -1.584 -0.780
C 3.366 -3.584 0.517
C 2.429 -4.062 1.413
C 1.114 -3.638 1.284
N 0.711 -2.770 0.357
C 1.657 -2.283 -0.457
C 2.966 -2.708 -0.482
H 4.418 -3.837 0.571
H 2.703 -4.773 2.182
H 0.335 -3.999 1.950
H 1.230 -1.657 -1.234
H 3.662 -2.381 -1.242
C -3.994 1.133 0.018
C -3.813 2.489 -0.165
C -3.488 3.259 0.944
N -3.314 2.737 2.163
C -3.563 1.441 2.329
C -3.909 0.586 1.291
H -4.273 0.455 -0.782
H -3.879 2.993 -1.122
H -3.410 4.339 0.887
H -3.374 1.085 3.336
H -3.942 -0.489 1.384
C 4.962 1.098 -0.752
C 3.739 1.101 -1.416
C 3.673 0.646 -2.717
N 4.728 0.141 -3.361
C 5.892 0.161 -2.732
C 6.074 0.696 -1.458
H 5.015 1.536 0.238
H 2.895 1.536 -0.898
H 2.719 0.638 -3.234
H 6.755 -0.240 -3.255
H 7.063 0.677 -1.017
Cl 1.176 1.397 1.276
C -0.427 1.218 0.576
Cl -0.340 0.303 -0.928
H -0.988 0.606 1.280
H -0.989 2.142 0.487
Cl -0.141 4.156 4.274
C 0.426 2.477 4.339
Cl 0.383 1.839 5.982
H -0.231 1.927 3.677
H 1.458 2.439 4.017
```

Löwdin population analysis, charges in e, atoms 1 to 4: number 1, C, carries -0.07; number 2, C, carries -0.07; number 3, C, carries -0.15; number 4, N, carries 0.06

Entry 3:
The following is a DFT calculation (ωB97M-V with the def2-TZVPD basis set) of a 2-piece molecular cluster, CH2NO4S overall at a distorted geometry.

The LUMO energy is 3.9 eV. For the total energy, the calculation gives -21583.3327 eV. The calculation puts the HOMO energy at -5.218 eV. The charge is -1. The energy above the lowest of the compared OMol25 structures with the same formula, charge and spin is 77.5 kcal per mole.

```
9
CH2NO4S, DFT ωB97M-V with the def2-TZVPD basis set
C -1.674 0.696 -0.320
N -0.439 -1.477 -0.694
O 0.182 1.628 -0.179
O -2.429 1.072 -1.119
O -2.757 -1.327 0.232
O -0.917 -0.807 1.714
S -1.371 -0.958 0.367
H 0.477 -1.460 -0.264
H 0.727 1.303 -0.915
```

natural (NBO) population analysis, charges in e, atoms 1 to 4: number 1, C, carries 0.53; number 2, N, carries -1.15; number 3, O, carries -1.03; number 4, O, carries -0.48

Entry 4:
The following is a DFT calculation (ωB97M-V with the def2-TZVPD basis set) of a 2-piece molecular cluster, C7H17NO overall at a distorted geometry.

The LUMO energy is 0.9 eV. For the total energy, the calculation gives -11070.2386 eV. The calculation puts the HOMO energy at -9.271 eV. The SMILES is CCN(C)C(C)=O.CC. The energy above the lowest of the compared OMol25 structures with the same formula, charge and spin is 66.9 kcal per mole.

```
26
C7H17NO, DFT ωB97M-V with the def2-TZVPD basis set
C 1.091 -1.665 -0.593
C 1.627 -0.258 -0.815
N 1.569 0.580 0.417
C 0.357 1.343 0.647
C 2.037 -0.089 1.560
C 3.533 -0.436 1.565
O 1.396 -0.457 2.515
H 1.552 -2.067 0.295
H 0.829 -2.526 -1.216
H 0.012 -1.577 -0.301
H 2.709 -0.187 -1.024
H 1.323 0.494 -1.546
H 0.095 1.861 -0.279
H -0.515 0.719 0.836
H 0.288 2.189 1.318
H 3.782 -0.485 2.647
H 3.658 -1.516 1.555
H 4.205 0.215 1.024
C -3.862 1.158 -0.666
C -3.513 -0.180 -1.393
H -4.489 0.888 0.161
H -2.970 1.782 -0.590
H -4.390 1.796 -1.378
H -3.944 -1.024 -0.843
H -2.453 -0.412 -1.488
H -3.930 -0.146 -2.408
```

natural (NBO) population analysis, charges in e, atoms 1 to 4: number 1, C, carries -0.68; number 2, C, carries -0.23; number 3, N, carries -0.49; number 4, C, carries -0.43

Entry 5:
The following is a DFT calculation (ωB97M-V with the def2-TZVPD basis set) of C45H53Br3HgN6O4PS4Te as an isolated structure at a distorted geometry.

The LUMO energy (alpha / beta) is 3.7 / 3.7 eV. For the total energy, the calculation gives -338883.6132 eV. The calculation puts the HOMO energy (alpha / beta) at -0.561 / -2.632 eV. The charge is -2. The energy above the lowest of the compared OMol25 structures with the same formula, charge and spin is 29.8 kcal per mole. As for the multiplicity: 2.

```
118
C45H53Br3HgN6O4PS4Te, DFT ωB97M-V with the def2-TZVPD basis set
Hg 0.645 0.564 -0.571
Br -5.094 -0.312 -4.593
C -3.714 0.085 -3.322
C -3.562 -0.748 -2.205
C -2.498 -0.460 -1.364
N -1.687 0.565 -1.521
C -1.920 1.458 -2.544
C -2.912 1.166 -3.516
C -1.183 2.670 -2.513
C -1.175 3.615 -3.571
C -0.484 4.773 -3.398
Br -0.451 6.061 -4.819
C 0.215 5.043 -2.217
C 0.184 4.045 -1.253
N -0.460 2.910 -1.375
H -4.204 -1.595 -2.040
H -2.301 -1.090 -0.504
H -3.048 1.808 -4.371
H -1.693 3.402 -4.492
H 0.758 5.958 -2.062
H 0.733 4.169 -0.326
C 0.849 6.600 4.949
C 0.252 5.229 5.302
C -1.260 5.414 5.467
C 0.822 4.748 6.645
C 0.605 4.216 4.220
C -0.342 3.453 3.559
C 0.036 2.560 2.579
Br -1.314 1.433 1.785
C 1.367 2.385 2.144
O 1.698 1.647 1.155
C 2.343 3.094 2.918
C 1.941 3.973 3.900
C 3.815 2.806 2.653
C 4.738 3.487 3.672
C 4.187 3.262 1.237
C 4.042 1.292 2.772
H 0.590 7.335 5.713
H 0.456 6.942 3.994
H 1.932 6.557 4.870
H -1.454 6.183 6.217
H -1.729 4.491 5.798
H -1.715 5.726 4.530
H 0.572 5.440 7.449
H 1.904 4.651 6.600
H 0.405 3.774 6.888
H -1.387 3.527 3.804
H 2.698 4.498 4.461
H 4.668 4.571 3.611
H 5.773 3.208 3.476
H 4.488 3.165 4.683
H 4.059 4.339 1.129
H 3.545 2.763 0.515
H 5.224 3.009 1.014
H 3.695 0.951 3.747
H 5.103 1.059 2.663
H 3.481 0.772 2.000
N 2.038 -1.153 0.555
C 2.334 -1.871 1.405
N 2.675 -2.715 2.334
C 2.548 -2.366 3.732
C 3.925 -2.027 4.308
C 4.896 -3.182 4.074
C 4.980 -3.499 2.583
C 3.581 -3.802 2.042
H 2.108 -3.220 4.262
H 1.863 -1.522 3.822
H 3.838 -1.813 5.375
H 4.312 -1.138 3.808
H 4.551 -4.067 4.613
H 5.885 -2.917 4.457
H 5.636 -4.355 2.413
H 5.400 -2.642 2.053
H 3.189 -4.706 2.525
H 3.606 -3.963 0.964
C -1.594 -3.316 -2.759
O -0.570 -3.843 -1.954
P 0.431 -2.802 -1.127
O 1.488 -2.420 -2.302
C 2.008 -3.426 -3.150
O 1.315 -4.009 -0.481
C 0.747 -5.005 0.338
H -1.712 -3.997 -3.606
H -1.348 -2.315 -3.126
H -2.526 -3.272 -2.196
H 2.200 -2.977 -4.125
H 1.296 -4.248 -3.260
H 2.948 -3.814 -2.749
H 1.566 -5.671 0.626
H -0.011 -5.574 -0.206
H 0.289 -4.569 1.226
S -3.235 -4.820 6.457
C -2.450 -4.114 5.186
S -2.980 -4.298 3.535
C -1.641 -3.141 3.008
N -0.946 -2.786 4.032
N -1.368 -3.297 5.221
C -0.721 -2.801 6.359
C -0.100 -1.553 6.263
C 0.550 -1.018 7.356
C 0.586 -1.710 8.557
C -0.029 -2.947 8.651
C -0.670 -3.504 7.561
S -1.426 -2.707 1.432
H -0.152 -1.020 5.327
H 1.017 -0.047 7.276
H 1.084 -1.285 9.416
H -0.016 -3.482 9.589
H -1.140 -4.468 7.645
Te 2.099 1.382 -2.606
C 4.004 0.486 -2.709
C 5.180 1.159 -2.862
C 6.287 0.332 -3.147
C 5.943 -0.979 -3.214
S 4.258 -1.209 -2.916
H 5.244 2.230 -2.773
H 7.288 0.711 -3.294
H 6.560 -1.831 -3.422
```

Löwdin population analysis, charges in e, atoms 1 to 4: number 1, Hg, carries 0.72; number 2, Br, carries 0.65; number 3, C, carries -0.69; number 4, C, carries -0.17

Entry 6:
The following is a DFT calculation (ωB97M-V with the def2-TZVPD basis set) of a single C11H16N2 molecule at a distorted geometry.

The LUMO energy is 0.9 eV. For the total energy, the calculation gives -14645.2026 eV. The calculation puts the HOMO energy at -8.257 eV. The SMILES is Cc1ccccc1N1CCNCC1. The energy above the lowest of the compared OMol25 structures with the same formula, charge and spin is 42.7 kcal per mole.

```
29
C11H16N2, DFT ωB97M-V with the def2-TZVPD basis set
C 2.403 -1.180 -0.487
C 2.012 0.110 0.250
C 2.981 0.971 0.762
C 2.575 2.020 1.636
C 1.254 2.218 1.861
C 0.314 1.334 1.390
C 0.636 0.280 0.501
N -0.342 -0.497 -0.167
C -0.742 0.167 -1.404
C -1.737 -0.783 -2.013
N -3.010 -0.763 -1.286
C -2.793 -0.566 0.147
C -1.478 -1.089 0.605
H 1.905 -1.112 -1.399
H 1.836 -1.968 -0.016
H 3.456 -1.371 -0.691
H 4.029 0.969 0.426
H 3.381 2.716 1.968
H 0.977 2.900 2.637
H -0.749 1.384 1.617
H 0.129 0.468 -2.011
H -1.297 1.110 -1.200
H -1.233 -1.730 -2.009
H -1.819 -0.407 -2.997
H -3.472 -1.680 -1.481
H -2.868 0.573 0.330
H -3.545 -0.994 0.859
H -1.398 -0.859 1.654
H -1.403 -2.221 0.521
```

natural (NBO) population analysis, charges in e, atoms 1 to 4: number 1, C, carries -0.63; number 2, C, carries -0.01; number 3, C, carries -0.22; number 4, C, carries -0.20

Entry 7:
The following is a DFT calculation (ωB97M-V with the def2-TZVPD basis set) of C4H2CaO2 as an isolated structure at a distorted geometry.

The LUMO energy (alpha / beta) is -5.8 / -5.8 eV. For the total energy, the calculation gives -26701.9492 eV. The calculation puts the HOMO energy (alpha / beta) at -11.637 / -12.392 eV. The charge is +1. The energy above the lowest of the compared OMol25 structures with the same formula, charge and spin is 0.0 kcal per mole. As for the multiplicity: 2.

```
9
C4H2CaO2, DFT ωB97M-V with the def2-TZVPD basis set
O 0.443 -2.124 0.493
C -0.001 -1.350 -0.317
H -0.199 -1.667 -1.364
C -1.516 0.452 0.884
C -0.619 0.129 0.003
C 0.654 0.785 -0.343
O 1.172 1.608 0.447
Ca 2.380 2.146 -1.286
H -2.315 0.022 1.483
```

natural (NBO) population analysis, charges in e, atoms 1 to 4: number 1, O, carries -0.45; number 2, C, carries 0.42; number 3, H, carries 0.15; number 4, C, carries 0.09

Entry 8:
The following is a DFT calculation (ωB97M-V with the def2-TZVPD basis set) of C49H48As2N2O2PdS2 as an isolated structure at a distorted geometry.

The LUMO energy (alpha / beta) is -4.7 / -8.4 eV. For the total energy, the calculation gives -205477.4204 eV. The calculation puts the HOMO energy (alpha / beta) at -13.268 / -13.194 eV. The charge is +2. The energy above the lowest of the compared OMol25 structures with the same formula, charge and spin is 98.0 kcal per mole. As for the multiplicity: 3.

```
106
C49H48As2N2O2PdS2, DFT ωB97M-V with the def2-TZVPD basis set
Pd 0.232 0.147 0.305
O 0.221 0.029 2.498
S -0.716 -0.589 3.496
C -0.367 -2.415 3.519
C 1.049 -2.791 3.114
C 1.291 -2.843 1.599
C 0.340 -3.773 0.858
S -0.879 -2.779 -0.130
O -1.218 -1.603 0.746
C -2.237 -3.949 0.037
C -3.378 -3.671 0.760
C -4.366 -4.641 0.852
C -4.203 -5.865 0.222
C -3.057 -6.125 -0.516
C -2.072 -5.159 -0.621
C 0.148 -0.199 5.050
C -0.412 -0.568 6.263
C 0.258 -0.247 7.432
C 1.458 0.447 7.378
C 1.999 0.821 6.159
C 1.338 0.501 4.985
H -1.112 -2.862 2.865
H -0.581 -2.734 4.537
H 1.282 -3.773 3.532
H 1.742 -2.074 3.561
H 2.317 -3.174 1.422
H 1.204 -1.820 1.189
H -0.207 -4.438 1.522
H 0.866 -4.377 0.122
H -3.485 -2.715 1.250
H -5.260 -4.440 1.422
H -4.971 -6.619 0.305
H -2.928 -7.079 -1.005
H -1.177 -5.341 -1.195
H -1.353 -1.096 6.300
H -0.160 -0.532 8.385
H 1.970 0.706 8.291
H 2.929 1.368 6.113
H 1.729 0.793 4.021
C -0.229 2.857 -1.288
C 0.688 1.672 -1.564
As -0.220 0.116 -2.428
C 0.414 0.689 -4.238
C -0.167 1.832 -4.778
C 0.350 2.395 -5.932
C 1.428 1.800 -6.566
C 1.972 0.633 -6.062
C 1.473 0.079 -4.892
C 1.142 -1.275 -2.118
C 2.406 -1.075 -1.569
C 3.289 -2.139 -1.428
C 2.932 -3.410 -1.837
C 1.680 -3.620 -2.397
C 0.795 -2.566 -2.531
As -1.501 2.293 0.126
C -2.487 3.975 0.464
C -3.730 3.866 1.085
C -4.539 4.983 1.207
C -4.100 6.210 0.735
C -2.853 6.323 0.146
C -2.036 5.211 0.023
C -2.852 1.447 -1.028
C -3.289 2.083 -2.185
C -4.116 1.417 -3.073
C -4.519 0.118 -2.811
C -4.138 -0.498 -1.630
C -3.313 0.168 -0.737
H -0.761 3.194 -2.185
H 0.366 3.706 -0.925
H 1.083 1.331 -0.570
H 1.570 1.959 -2.152
H -1.027 2.282 -4.290
H -0.084 3.300 -6.332
H 1.840 2.245 -7.459
H 2.798 0.153 -6.567
H 1.918 -0.824 -4.494
H 2.761 -0.076 -1.339
H 4.278 -1.966 -1.033
H 3.633 -4.226 -1.751
H 1.410 -4.603 -2.751
H -0.180 -2.724 -2.988
H -4.065 2.899 1.450
H -5.509 4.896 1.670
H -4.726 7.083 0.836
H -2.506 7.277 -0.220
H -1.059 5.316 -0.431
H -3.003 3.112 -2.377
H -4.445 1.918 -3.971
H -5.146 -0.403 -3.519
H -4.485 -1.496 -1.406
H -3.015 -0.304 0.194
N 4.862 -0.047 1.005
C 3.612 -0.310 1.443
N 2.740 0.616 1.133
C 3.475 1.600 0.494
C 3.112 2.871 0.054
C 4.065 3.610 -0.611
C 5.353 3.118 -0.844
C 5.758 1.898 -0.344
C 4.813 1.164 0.358
H 5.688 -0.603 1.168
H 3.388 -1.197 2.002
H 2.132 3.275 0.264
H 3.821 4.602 -0.958
H 6.055 3.722 -1.397
H 6.762 1.533 -0.488
```

Löwdin population analysis, charges in e, atoms 1 to 4: number 1, Pd, carries 0.77; number 2, O, carries -0.67; number 3, S, carries 1.04; number 4, C, carries -0.28